Entry 1:
{
  "formula": "C17H25CrN5O4PS2Te",
  "method": "wB97M-V/def2-TZVPD",
  "elements": ["Cr", "C", "C", "N", "C", "C", "S", "C", "C", "S", "C", "N", "C", "H", "H", "H", "H", "H", "H", "H", "H", "C", "C", "O", "P", "O", "Te", "O", "C", "C", "H", "H", "H", "H", "H", "H", "H", "H", "H", "H", "C", "N", "C", "C", "C", "N", "C", "O", "N", "H", "H", "H", "H", "H", "H", "H"],
  "xyz": [[0.375, 0.309, -0.779], [0.235, 2.934, 2.226], [-0.424, 1.609, 2.404], [-0.642, 0.752, 1.438], [-1.299, -0.373, 1.898], [-1.579, -0.367, 3.224], [-1.002, 1.080, 3.927], [-1.561, -1.431, 0.917], [-2.216, -2.607, 1.086], [-2.126, -3.528, -0.349], [-1.234, -2.296, -1.114], [-1.029, -1.256, -0.342], [-0.691, -2.420, -2.496], [0.514, 3.054, 1.183], [1.140, 3.002, 2.829], [-0.432, 3.744, 2.524], [-2.061, -1.131, 3.812], [-2.718, -2.973, 1.966], [-1.048, -3.324, -2.986], [0.401, -2.443, -2.458], [-0.977, -1.556, -3.092], [4.820, -2.345, 1.495], [4.750, -2.097, 0.009], [4.389, -0.703, -0.228], [2.976, -0.349, -0.827], [1.814, -0.957, -0.051], [2.626, 1.985, -0.948], [2.896, -1.059, -2.252], [3.728, -0.621, -3.353], [3.287, -1.367, -4.586], [5.199, -3.350, 1.683], [3.833, -2.254, 1.948], [5.491, -1.630, 1.969], [4.019, -2.746, -0.474], [5.714, -2.238, -0.477], [4.771, -0.830, -3.104], [3.602, 0.457, -3.467], [3.411, -2.442, -4.456], [3.892, -1.055, -5.438], [2.242, -1.150, -4.801], [-0.342, 2.146, -5.576], [-0.995, 2.167, -4.267], [-2.091, 2.919, -4.015], [-2.682, 2.936, -2.802], [-2.067, 2.166, -1.771], [-0.990, 1.427, -2.013], [-0.470, 1.336, -3.284], [0.452, 0.578, -3.531], [-2.574, 2.168, -0.534], [-0.873, 2.825, -6.236], [-0.363, 1.138, -5.983], [0.694, 2.461, -5.472], [-2.463, 3.503, -4.846], [-3.562, 3.529, -2.613], [-3.324, 2.793, -0.298], [-2.063, 1.717, 0.212]],
  "forces_ev_per_angstrom": [[-0.4, 0.1, 0.3], [0.0, 0.0, 0.0], [0.0, 0.0, -0.1], [-0.1, 0.2, 0.2], [0.0, -0.1, -0.1], [0.0, 0.0, 0.0], [0.0, 0.0, 0.1], [0.0, 0.1, 0.0], [0.0, 0.0, 0.0], [-0.1, -0.1, 0.0], [0.0, 0.1, 0.1], [0.1, -0.3, -0.3], [0.0, 0.0, 0.0], [0.0, 0.0, 0.0], [0.0, 0.0, 0.0], [0.0, 0.0, 0.0], [0.0, 0.0, 0.0], [0.0, 0.0, 0.0], [0.0, 0.0, 0.0], [0.0, 0.0, 0.0], [0.0, 0.0, 0.0], [0.0, 0.0, 0.0], [0.0, 0.0, 0.0], [0.0, 0.0, 0.0], [0.2, -0.1, 0.0], [-0.1, 0.1, -0.2], [0.0, 0.0, -0.1], [0.2, 0.0, 0.0], [0.0, 0.0, 0.1], [0.0, 0.0, 0.0], [0.0, 0.0, 0.0], [0.0, 0.0, 0.0], [0.0, 0.0, 0.0], [0.0, 0.0, 0.0], [0.0, 0.0, 0.0], [0.0, 0.0, 0.0], [0.0, 0.0, 0.0], [0.0, 0.0, 0.0], [0.0, 0.0, 0.0], [0.0, 0.0, 0.0], [0.0, 0.0, 0.0], [0.0, -0.1, 0.0], [0.0, 0.0, 0.0], [0.1, 0.0, 0.0], [-0.1, 0.1, 0.0], [0.1, -0.1, 0.0], [0.1, 0.2, 0.1], [-0.1, -0.1, 0.0], [0.0, 0.1, 0.0], [0.0, 0.0, 0.0], [0.0, 0.0, 0.0], [0.0, 0.0, 0.0], [0.0, 0.0, 0.0], [0.0, 0.0, 0.0], [0.0, 0.0, 0.0], [0.0, 0.0, 0.0]],
  "total_charge": 1,
  "s_squared": 6.0193,
  "relative_energy_kcal_mol": 0.00,
  "multiplicity": 5,
  "largest_force_ev_per_a": 0.47,
  "energy_ev": -100350.5879,
  "homo_energy_ev": [-10.03, -10.20]
}


Entry 2:
{
  "formula": "C5H7F3N2O",
  "method": "wB97M-V/def2-TZVPD",
  "elements": ["C", "C", "C", "C", "C", "N", "N", "O", "F", "F", "F", "H", "H", "H", "H", "H", "H", "H"],
  "xyz": [[1.667, -0.032, -0.154], [-3.335, 0.656, 1.017], [2.462, -1.112, -0.772], [1.898, 0.336, 1.302], [-3.642, -0.099, -0.250], [-3.184, 1.349, 1.921], [0.702, 0.552, -0.801], [-0.011, 1.611, -0.507], [-4.642, -0.908, -0.078], [-2.525, -0.739, -0.690], [-3.990, 0.740, -1.255], [2.018, -1.576, -1.582], [2.758, -1.824, -0.087], [3.468, -0.630, -1.118], [0.901, 0.609, 1.801], [2.302, 1.371, 1.207], [2.587, -0.360, 1.705], [0.567, 0.056, -1.659]],
  "forces_ev_per_angstrom": [[-1.4, 0.4, 2.0], [-0.2, 0.3, -0.5], [2.4, 3.1, -0.6], [-1.6, 2.7, -2.0], [1.5, 1.4, -1.0], [0.0, -0.5, -0.3], [0.7, 0.4, 0.6], [0.8, -1.6, 0.0], [-0.5, -1.1, 0.3], [-1.0, 0.0, 0.7], [0.2, -0.1, 0.8], [-0.9, -0.8, -1.8], [0.4, -1.6, 1.6], [-1.6, -0.8, 0.3], [1.4, -1.2, -0.4], [0.4, -0.6, 0.5], [0.3, -0.4, 1.0], [-0.8, 0.3, -1.4]],
  "total_charge": 0,
  "smiles": "CC(C)=[NH+][O-].N#CC(F)(F)F",
  "relative_energy_kcal_mol": 55.88,
  "largest_force_ev_per_a": 3.97,
  "energy_ev": -18475.2975,
  "homo_energy_ev": [-8.40, -8.40]
}